This record from OMol25 describes one molecule with the formula C20H23NO5. The level of theory is ωB97M-V/def2-TZVPD.

Positions of all 49 atoms, in Å:
C: -3.089 -4.892 -0.143
C: -2.809 -3.443 -0.339
C: -3.394 -2.468 0.353
C: -3.145 -1.040 0.210
C: -3.580 -0.169 1.213
C: -3.304 1.178 1.128
C: -2.605 1.717 0.049
O: -2.314 3.075 0.040
C: -1.405 3.514 1.037
C: -0.010 2.908 0.822
O: 0.914 3.559 0.382
N: 0.037 1.592 1.144
C: 1.040 0.652 0.856
C: 0.730 -0.695 0.987
C: 1.695 -1.638 0.700
C: 2.976 -1.285 0.282
O: 3.792 -2.352 0.048
C: 5.112 -2.183 -0.417
C: 3.285 0.083 0.150
O: 4.544 0.436 -0.262
C: 4.846 1.802 -0.415
C: 2.310 1.028 0.443
C: -2.214 0.868 -0.999
O: -1.576 1.208 -2.145
C: -1.271 2.554 -2.449
C: -2.489 -0.495 -0.886
H: -3.454 -5.331 -1.071
H: -2.175 -5.419 0.129
H: -3.832 -5.049 0.636
H: -2.070 -3.213 -1.093
H: -4.109 -2.730 1.124
H: -4.120 -0.553 2.064
H: -3.630 1.848 1.911
H: -1.769 3.279 2.046
H: -1.343 4.597 0.912
H: -0.819 1.171 1.483
H: -0.257 -1.005 1.297
H: 1.479 -2.690 0.792
H: 5.504 -3.195 -0.524
H: 5.139 -1.679 -1.386
H: 5.726 -1.629 0.295
H: 4.770 2.341 0.535
H: 5.877 1.830 -0.764
H: 4.198 2.279 -1.156
H: 2.521 2.078 0.345
H: -0.928 2.538 -3.483
H: -0.472 2.942 -1.814
H: -2.149 3.195 -2.361
H: -2.162 -1.118 -1.702

Cartesian forces (eV/Å) of the 6 atoms listed first:
0.0 0.0 0.0
-0.2 0.1 0.2
0.1 -0.4 -0.1
0.1 0.6 -0.1
0.1 -0.2 0.0
0.1 0.3 -0.2

ΔE to the lowest compared entry with this formula, charge and spin (eV): 3.250
Charge: 0
Molecular weight (g/mol): 357.41
SMILES: C/C=C/c1ccc(OCC(=O)Nc2ccc(OC)c(OC)c2)c(OC)c1
Multiplicity: 1
LUMO (eV): 0.74
Highest occupied orbital energy (eV): -7.6
Kohn-Sham gap (hartree): 0.3075
DFT total energy (Eh): -1206.810713